Entry from OMol25: a cluster of 6 separate species, C33H87N5O11 in total at a distorted geometry (ωB97M-V/def2-TZVPD).

XYZ file:
```
136
Properties=species:S:1:pos:R:3:forces:R:3:mulliken_spin:R:1
C -0.550404 -0.339493 0.569247 -1.5 0.2 1.2 -0.036
C 0.398962 -1.047777 -0.300270 1.7 0.4 -0.1 -0.010
C 1.900703 -0.726244 0.004875 1.2 -0.4 -0.3 0.176
O 0.250707 -2.369148 -0.536972 -0.3 0.4 0.1 0.785
H -0.194061 0.619782 0.944632 0.1 0.2 -0.5 -0.002
H -0.813266 -0.849636 1.495935 0.1 -0.5 -0.1 0.008
H -1.466886 -0.213846 -0.007280 -0.2 0.3 0.2 0.004
H 0.434646 -0.504931 -1.244802 -0.4 -0.1 -1.0 0.062
H 2.287666 -1.250760 0.878516 -0.2 -0.1 -0.1 -0.003
H 2.124576 0.335549 0.107797 -0.8 0.1 0.3 0.005
H 2.483070 -0.980920 -0.880609 0.1 -0.5 0.1 -0.004
C -2.177486 -0.619371 -3.359965 -0.6 0.2 0.1 -0.001
O -2.861561 -1.774713 -3.763274 0.6 -0.5 -0.4 0.000
C -2.709377 -2.881692 -2.926993 -0.3 -0.6 0.2 0.002
C -1.777443 -3.950428 -3.455623 -0.2 0.3 -0.8 -0.002
N -0.284767 -3.607115 -3.451283 -2.3 0.3 0.3 0.002
H -0.089128 -2.883239 -4.127916 -0.2 0.2 -0.7 0.000
H -0.132171 -3.124352 -2.577352 0.6 -0.2 0.8 0.006
C 0.660705 -4.720455 -3.703332 0.8 1.9 1.8 0.002
C 2.036040 -4.043222 -3.572759 2.7 -1.0 -1.7 -0.002
O 2.909605 -4.559686 -4.578342 0.1 -0.7 2.9 0.000
C 3.014459 -3.898140 -5.760715 -0.2 0.2 -2.1 0.000
H -1.162914 -0.799829 -3.004751 0.3 -0.2 0.2 0.006
H -2.795001 -0.204605 -2.563253 0.4 0.7 0.2 0.000
H -2.095604 0.055392 -4.212071 -0.3 0.0 0.1 0.000
H -3.667170 -3.396847 -2.853806 -0.2 0.1 -0.2 0.000
H -2.495135 -2.676793 -1.878084 0.3 0.7 0.2 -0.002
H -2.064704 -4.090483 -4.497716 0.2 -0.4 0.0 0.000
H -1.989887 -4.849287 -2.876817 0.6 -0.2 -0.1 0.000
H 0.354837 -5.165854 -4.649991 0.6 -0.4 0.3 0.000
H 0.727308 -5.260029 -2.758598 -1.2 -1.2 -0.8 0.000
H 2.523710 -4.312789 -2.635948 -0.2 -0.5 0.1 0.000
H 2.149237 -2.961274 -3.504315 -0.9 0.6 -0.6 0.000
H 3.623704 -2.994876 -5.793174 -0.1 0.4 0.6 0.000
H 2.013116 -3.732468 -6.158166 -0.1 0.4 -0.5 0.000
H 3.525814 -4.571960 -6.448155 -0.1 -0.1 0.0 0.000
C -5.316554 -4.576230 0.228361 0.1 1.0 -0.4 0.000
O -4.234118 -3.634352 -0.067717 1.2 -0.1 0.3 0.000
C -3.810911 -2.733959 0.976408 -0.9 -1.8 -0.3 0.000
C -2.882210 -3.395565 1.979153 1.8 -0.3 -0.1 0.000
N -1.603162 -4.016890 1.290788 -1.1 -0.8 1.9 0.001
H -1.946582 -4.678851 0.609624 -0.1 -0.3 -0.3 0.000
H -1.128245 -3.280574 0.788404 0.5 0.4 -0.3 -0.006
C -0.578197 -4.720992 2.257962 0.1 0.8 -1.4 -0.002
C 0.560113 -3.782756 2.597481 0.0 0.1 0.2 0.006
O 0.219826 -2.476131 2.944653 -1.6 -0.9 -0.7 0.001
C 1.272889 -1.800018 3.579146 -1.0 0.4 0.1 0.000
H -6.211268 -4.083065 -0.151599 -0.3 -0.2 0.4 0.000
H -5.375404 -4.816688 1.289876 -0.1 0.0 0.0 0.000
H -5.190393 -5.488112 -0.355287 0.4 0.1 0.1 0.000
H -4.714689 -2.470001 1.525596 0.1 0.6 0.2 0.000
H -3.313868 -1.866044 0.543086 -0.3 0.0 -0.3 0.001
H -3.338106 -4.174950 2.589743 0.0 -0.1 -0.3 0.000
H -2.409420 -2.661774 2.631939 -0.3 0.1 0.2 0.000
H -0.037990 -5.461101 1.667599 -0.5 -0.3 -0.2 0.000
H -1.026927 -5.253190 3.096709 -0.6 0.6 -0.1 0.000
H 1.206778 -3.640838 1.731577 0.5 -0.8 -0.1 0.003
H 1.037070 -4.286823 3.438032 0.7 0.0 -0.1 0.000
H 1.324405 -2.235546 4.577030 0.5 0.7 0.2 0.000
H 0.837406 -0.804457 3.493630 0.9 0.5 0.9 0.000
H 2.219395 -1.863900 3.042368 0.1 -0.1 0.0 0.000
C 3.796117 2.206020 -3.075427 -1.4 0.6 -0.3 0.000
O 2.511915 2.842400 -3.560785 1.8 -1.2 0.3 0.000
C 1.413174 2.604307 -2.741361 -0.9 1.2 0.2 -0.001
C 0.252352 3.513417 -3.262582 0.1 -0.5 -1.5 0.000
N 0.278863 3.548781 -4.850323 0.4 -0.3 1.1 0.000
H 1.172014 3.937048 -5.117938 0.7 0.1 -0.3 0.000
H 0.239102 2.608899 -5.217932 0.5 -0.5 0.0 0.000
C -0.783144 4.294316 -5.579124 -0.7 1.6 1.6 0.000
C -0.515927 4.485336 -7.074253 0.2 -1.3 -0.7 0.000
O 0.861781 4.652699 -7.290120 0.0 0.4 1.1 0.000
C 1.194704 4.910930 -8.640966 0.5 -0.1 -0.9 0.000
H 3.544189 1.189755 -2.772363 0.1 0.0 0.2 0.000
H 4.220964 2.816029 -2.278252 -0.4 -0.1 0.2 0.000
H 4.570087 2.146164 -3.840599 -0.6 0.3 -0.5 0.000
H 1.572974 2.766815 -1.675459 0.4 1.1 0.2 -0.001
H 1.010796 1.600893 -2.602246 0.3 -1.0 -1.3 0.005
H 0.277415 4.564054 -2.973375 0.2 -0.2 0.1 0.000
H -0.700761 3.059404 -2.991377 -0.1 0.3 0.0 0.000
H -0.850281 5.249359 -5.058085 0.2 0.3 -0.2 0.000
H -1.685395 3.784944 -5.240619 -0.4 0.0 -1.0 0.000
H -1.067396 5.266767 -7.597079 -0.4 0.4 0.8 0.000
H -0.839080 3.575167 -7.579477 -0.1 -0.4 -0.2 0.000
H 0.976472 4.026722 -9.239838 0.1 -0.1 -0.1 0.000
H 2.252021 5.166386 -8.711151 0.0 -0.4 0.3 0.000
H 0.699695 5.757514 -9.116757 -0.5 0.1 0.5 0.000
C 5.411725 1.053333 -0.330500 0.4 -0.3 0.1 -0.001
O 6.198829 2.121107 0.226951 -0.8 0.5 -1.2 0.000
C 7.605285 1.859579 0.016205 -0.4 0.1 0.1 0.000
C 8.646770 2.983701 0.484387 -1.6 -1.8 1.1 0.000
N 8.567281 3.043231 2.042792 -2.7 0.6 -1.3 0.000
H 8.943335 2.217872 2.487167 0.6 -0.1 0.3 0.000
H 9.095393 3.888437 2.206550 0.3 0.1 1.2 0.000
C 7.065058 3.184920 2.638770 1.1 0.3 2.3 0.000
C 7.128732 3.465698 4.250807 1.5 0.3 -1.2 0.000
O 8.125000 2.667443 4.872169 -0.5 0.1 -1.0 0.000
C 8.163045 2.700203 6.297623 0.9 -1.6 0.4 0.000
H 4.346085 1.126161 -0.113195 0.2 0.7 0.4 -0.001
H 5.714650 0.077551 0.049234 0.3 -0.1 0.4 0.000
H 5.476748 0.935668 -1.412181 0.4 0.5 -0.2 0.000
H 7.765569 1.555329 -1.018132 0.3 0.4 -0.2 0.000
H 7.617926 0.928116 0.582170 1.7 -0.1 0.4 0.000
H 8.595817 4.022330 0.157660 -1.0 -0.2 -0.3 0.000
H 9.662861 2.713576 0.196815 -0.1 -0.6 0.2 0.000
H 6.484309 2.288217 2.422525 0.7 0.0 -0.1 0.000
H 6.543436 4.020531 2.172108 0.5 0.0 -0.2 0.000
H 6.148632 3.380281 4.720057 -0.2 -0.3 -0.3 0.000
H 7.458525 4.495465 4.388291 -0.3 0.4 -0.2 0.000
H 7.325315 2.135936 6.707399 -0.5 0.7 0.1 0.000
H 8.438129 3.619680 6.814336 -0.7 0.5 -0.5 0.000
H 8.992063 2.042207 6.558153 0.2 0.0 -0.2 0.000
C -10.968853 1.946235 4.695881 0.4 -0.4 -1.8 0.000
O -9.747786 1.655119 5.352524 1.2 -0.8 1.6 0.000
C -8.629740 2.273663 4.757664 -0.4 -0.2 -0.1 0.000
C -7.199474 1.901660 5.379378 -1.9 0.4 -0.7 0.000
N -6.868009 0.396407 5.563467 1.5 1.5 0.2 0.000
H -7.327260 0.107651 6.415412 -1.4 -0.4 -0.5 0.000
H -7.021549 -0.132106 4.716594 -1.2 -0.2 0.0 0.000
C -5.423622 -0.034007 5.948554 0.3 -0.3 -1.4 0.000
C -4.675646 -0.730011 4.685934 -1.0 2.1 0.7 0.000
O -4.684624 0.301835 3.651906 -1.3 -0.9 1.4 0.000
C -3.434208 0.492186 3.078804 0.7 -0.4 0.9 0.000
H -10.984929 3.009567 4.456787 -0.4 0.0 0.0 0.000
H -11.913305 1.587699 5.105216 0.6 0.2 1.2 0.000
H -10.900541 1.329482 3.799745 -0.3 0.5 -0.8 0.000
H -8.795275 3.349456 4.815766 0.7 0.5 0.8 0.000
H -8.660691 2.218731 3.669491 0.3 -1.1 -0.4 0.000
H -7.212566 2.384992 6.356273 0.6 -0.4 0.1 0.000
H -6.482907 2.349768 4.691020 0.2 -0.2 0.3 0.000
H -5.659695 -0.686818 6.788909 1.0 -0.2 -0.1 0.000
H -4.877900 0.857169 6.258538 0.0 -0.2 0.0 0.000
H -5.160951 -1.643629 4.342612 -0.5 0.1 -0.1 0.000
H -3.653539 -1.031742 4.914726 0.0 0.3 0.5 0.000
H -3.457654 1.375362 2.440410 0.0 -0.5 -0.4 0.000
H -3.140470 -0.486751 2.700001 0.4 0.3 -1.2 0.000
H -2.693713 0.661730 3.860481 0.2 0.4 0.2 0.000
```
Positions in Å, forces in eV/Å.

Values from the calculation:
- calculated total energy (eV) = -65545.8509
- spin multiplicity = 2
- net charge = +5